{
  "formula": "C20H32ClINOP2STi",
  "method": "ωB97M-V/def2-TZVPD",
  "de_lowest_kj_mol": 3.1,
  "largest_force_ev_per_a": 2.25,
  "s2": 0.76,
  "spin_multiplicity": 2,
  "orbital_gap_ha": [0.25500, 0.25967],
  "total_charge": 2,
  "species": ["C", "C", "H", "H", "H", "O", "I", "Ti", "P", "C", "C", "H", "H", "H", "H", "H", "H", "C", "H", "H", "H", "P", "C", "C", "H", "H", "H", "C", "H", "H", "H", "H", "H", "H", "Cl", "N", "S", "C", "C", "C", "C", "C", "C", "C", "C", "C", "C", "C", "C", "H", "H", "H", "H", "H", "H", "H", "H", "H", "H", "H"],
  "xyz": [[0.88869, -2.15808, -2.75453], [0.02310, -1.33314, -1.87676], [1.16646, -1.61283, -3.66531], [0.34393, -3.06988, -3.03658], [1.79419, -2.47891, -2.22991], [-0.47781, -0.20658, -2.30425], [-0.17871, 3.26960, 0.06641], [-0.09741, 0.79420, -0.63534], [2.45363, 0.83218, -0.67213], [3.21157, 1.79088, 0.68764], [3.31732, -0.75836, -0.48783], [4.27484, -0.69966, -1.02328], [4.22883, 1.22073, -2.26420], [2.71786, -1.57362, -0.90491], [2.61278, 1.19960, -3.04519], [3.10783, 1.24568, 1.63749], [3.49690, -0.97347, 0.57355], [3.18356, 1.54557, -2.17329], [4.27926, 1.94480, 0.47316], [3.12638, 2.64051, -2.12622], [2.70928, 2.76196, 0.78432], [-2.70655, 0.84485, -0.34178], [-3.54116, 2.14198, 0.62372], [-3.40392, 1.05059, -2.00777], [-3.33732, -1.48566, -0.40371], [-4.65465, -0.44588, 0.23115], [-3.25998, -0.87915, 1.27358], [-3.57396, -0.64004, 0.24991], [-3.09088, 0.21560, -2.64802], [-4.49974, 1.07484, -1.93146], [-4.60638, 2.15381, 0.35533], [-3.08490, 3.11414, 0.40456], [-3.03963, 1.98999, -2.44040], [-3.43556, 1.93635, 1.69584], [-0.83010, -2.27601, -0.69454], [0.20544, 0.09832, 1.18584], [0.18840, -1.22684, 2.23353], [1.50004, -0.75128, 3.37399], [2.72375, -1.43360, 3.24102], [3.82867, -1.01550, 3.98202], [3.71493, 0.07233, 4.85463], [2.49218, 0.73513, 4.99494], [1.37154, 0.31068, 4.26707], [-1.30492, -0.91508, 3.18638], [-1.84138, 0.36112, 3.37427], [-3.05663, 0.51269, 4.05564], [-3.72002, -0.60808, 4.56170], [-3.16974, -1.88414, 4.39998], [-1.96628, -2.04101, 3.71096], [0.49683, 0.91439, 1.73987], [2.77170, -2.28805, 2.56307], [4.77975, -1.53808, 3.87828], [4.58348, 0.40359, 5.42774], [2.40457, 1.58156, 5.67857], [0.40496, 0.79116, 4.40445], [-1.31446, 1.23479, 2.99120], [-3.47143, 1.51182, 4.20752], [-4.66600, -0.48102, 5.08923], [-3.67430, -2.76140, 4.80899], [-1.51207, -3.02029, 3.56155]],
  "forces_ev_per_angstrom": [[0.710, -0.014, -0.279], [-0.911, 1.294, -1.605], [-0.090, -0.040, 0.340], [0.059, 0.240, 0.091], [-0.212, -0.112, -0.194], [0.602, -1.364, 1.415], [0.304, 0.426, -0.254], [-0.371, -0.986, 0.610], [0.836, 0.442, 0.052], [-0.153, 0.165, 0.102], [-0.084, -0.418, -0.039], [-0.221, -0.130, 0.244], [-0.257, 0.234, -0.040], [0.346, 0.158, 0.165], [0.256, 0.131, 0.090], [0.028, 0.112, -0.247], [-0.034, 0.104, -0.290], [-0.075, 0.016, -0.220], [-0.293, -0.073, 0.079], [0.020, -0.255, -0.072], [0.258, -0.214, -0.041], [-0.654, -0.044, -0.149], [0.172, 0.230, 0.058], [-0.027, 0.053, -0.092], [-0.242, 0.165, 0.180], [0.252, -0.098, 0.017], [-0.137, 0.017, -0.207], [0.053, -0.242, 0.054], [-0.122, 0.245, 0.134], [0.279, 0.025, -0.147], [0.272, 0.003, 0.101], [-0.283, -0.187, 0.069], [-0.154, -0.172, -0.010], [-0.044, 0.062, -0.277], [-0.104, 0.047, 0.195], [0.295, -0.417, 0.693], [-0.134, 1.685, 0.314], [0.694, -0.299, 0.025], [-0.451, 0.086, -0.118], [-0.132, 0.022, -0.002], [-0.138, -0.018, -0.183], [-0.179, -0.194, -0.150], [0.094, 0.154, 0.057], [-0.745, -0.483, 0.463], [-0.015, 0.053, -0.043], [0.382, -0.178, -0.052], [0.160, -0.065, -0.091], [0.115, 0.085, -0.039], [0.363, 0.276, -0.294], [-0.184, -0.270, -0.106], [0.177, 0.201, 0.205], [-0.285, 0.113, 0.052], [-0.302, -0.120, -0.183], [-0.020, -0.312, -0.195], [0.289, 0.008, 0.056], [-0.268, -0.112, 0.004], [0.150, -0.333, -0.061], [0.277, -0.075, -0.143], [0.153, 0.298, -0.151], [-0.279, 0.078, 0.110]]
}